Entry 1:
Entry from the Open Molecules 2025 dataset: C9H16BF4LiN2OS as an isolated structure at a distorted geometry (wB97M-V/def2-TZVPD).

XYZ file:
```
35
Properties=species:S:1:pos:R:3:forces:R:3
Li -0.1815 0.2125 -0.2949 0.24 0.01 0.28
F -0.0822 0.8281 1.5211 0.28 0.18 -0.77
B -0.5211 0.3588 2.8267 0.03 -0.23 -0.42
F -0.2298 -1.0000 2.8435 0.16 0.14 0.36
F 0.0476 1.1410 3.7845 0.45 -0.14 0.33
F -1.9087 0.5436 2.8341 -0.69 0.06 0.26
O 1.7144 0.2324 -1.1027 -0.08 -0.09 -0.08
S 2.9897 1.0449 -1.1566 -0.34 0.63 0.89
C 3.5503 1.1954 0.6050 -0.10 0.70 -0.53
C 4.5217 0.0928 0.9060 1.03 -0.19 -0.34
C 5.3513 -0.0458 -0.3992 -0.43 0.59 0.52
C 4.3455 -0.0615 -1.5307 -0.75 -1.44 0.39
H 2.6135 1.1147 1.1356 -0.21 0.39 0.43
H 4.0329 2.1880 0.6856 -0.47 -0.38 0.11
H 4.0131 -0.8159 1.1726 -0.43 -0.59 -0.33
H 5.1400 0.2688 1.7954 0.00 0.42 -0.34
H 5.9176 -0.9485 -0.4583 0.56 -0.61 0.17
H 6.0336 0.7975 -0.5144 0.06 0.03 0.14
H 3.8203 -1.0446 -1.4890 0.37 0.50 -0.43
H 4.7436 0.1361 -2.5103 0.10 0.00 -0.37
C -5.3899 -0.2144 1.1389 0.70 -0.50 0.99
C -4.2736 -0.4149 0.1788 0.79 0.66 0.59
C -4.2891 -0.7111 -1.1626 -0.27 0.02 0.51
C -2.9911 -0.5714 -1.5899 1.97 0.40 -0.87
N -2.1757 -0.2429 -0.5846 -0.36 0.21 0.28
N -2.9868 -0.1288 0.4995 -0.65 -0.53 -1.14
C -2.3911 -0.6309 -2.9758 -0.34 -0.86 -0.05
H -5.4806 0.8486 1.3787 -0.08 -0.16 0.07
H -5.1854 -0.7865 2.0788 -0.30 0.55 -0.65
H -6.3084 -0.5669 0.7060 -0.42 -0.11 -0.11
H -5.1389 -0.9897 -1.7178 -0.73 -0.16 -0.60
H -2.5832 0.1332 1.3908 -0.06 0.05 0.40
H -2.0656 0.3466 -3.3323 -0.03 0.05 0.17
H -3.1433 -1.0043 -3.6981 0.51 0.06 0.35
H -1.5092 -1.3049 -2.9648 -0.54 0.34 -0.18
```
Forces are in eV/Å.

Summary:
**HOMO energy**: -0.33732 Ha
**HOMO-LUMO gap**: 9.41 eV
**LUMO**: 0.231 eV

***

Entry 2:
Entry from the Open Molecules 2025 dataset: C9H16CaN2PS as an isolated structure at a distorted geometry (wB97M-V/def2-TZVPD).

XYZ file:
```
30
Properties=species:S:1:pos:R:3:forces:R:3
C 2.6600 1.8195 -0.5922 -0.64 0.98 1.16
C 3.9360 2.0701 -0.0167 -0.73 0.21 0.18
C 3.7580 2.8761 1.1466 -0.63 -0.26 -0.57
C 2.3668 3.1399 1.2987 0.13 -0.51 -0.54
C 1.6634 2.4887 0.2446 1.46 -0.44 -0.67
Ca -0.4041 0.1854 -1.6328 -0.40 0.43 1.22
P 0.7805 0.2675 -4.1238 0.61 -0.04 -1.61
H 2.4630 1.2430 -1.5014 0.10 0.07 0.20
H 4.8855 1.7050 -0.4014 -0.15 0.05 0.08
H 4.5504 3.2335 1.8019 -0.16 -0.07 -0.13
H 0.5813 2.5068 0.0730 0.24 0.08 0.10
H 1.9089 3.7334 2.0875 0.10 -0.12 -0.12
H 1.5694 -0.8600 -4.5447 -0.31 0.35 0.13
H 1.7138 1.2822 -4.5353 -0.28 -0.23 0.07
H -0.0458 0.3260 -5.3025 0.51 -0.03 0.61
S 0.9076 -1.4233 -0.0637 0.24 -0.48 -0.15
C -0.6875 -1.7137 0.4995 -0.06 0.90 -1.91
N -1.7873 -1.4920 -0.3710 -0.32 0.17 -0.64
C -3.1840 -1.7119 0.1182 1.11 0.13 -0.49
C -3.2626 -1.2492 1.5521 -0.35 0.13 0.25
C -2.2813 -2.0142 2.4098 1.33 -0.23 -0.32
N -0.9552 -2.0433 1.7582 -0.42 -0.94 3.44
H -1.6229 -2.0537 -1.2229 -0.26 -0.20 -0.19
H -3.4318 -2.7731 0.0090 -0.14 0.00 0.27
H -3.8437 -1.1353 -0.5328 -0.02 -0.06 0.04
H -4.2742 -1.4102 1.9352 0.03 0.04 -0.01
H -3.0575 -0.1744 1.6186 0.03 -0.12 -0.13
H -2.6147 -3.0499 2.5558 -0.25 0.07 0.00
H -2.1591 -1.5579 3.3966 -0.16 -0.01 -0.02
H -0.1329 -2.2150 2.3359 -0.60 0.13 -0.25
```
Forces are in eV/Å.

Summary:
**HOMO energy (spin up / spin down)**: -0.04902 / -0.05154 Ha
**Charge**: -1
**HOMO-LUMO gap (spin up / spin down)**: 3.75 / 4.14 eV
**LUMO (spin up / spin down)**: 2.413 / 2.737 eV

***

Entry 3:
Entry from the Open Molecules 2025 dataset: a 4-piece molecular cluster, C9H16ClF8O3S2 overall at a distorted geometry (wB97M-V/def2-TZVPD).

XYZ file:
```
39
Properties=species:S:1:pos:R:3:forces:R:3
Cl -18.9180 33.7827 -15.8699 -0.10 -0.02 0.02
C -23.7938 30.0959 -16.1564 0.96 -1.23 -1.05
C -23.9917 28.9329 -15.1532 -2.33 0.65 -0.95
C -24.5595 27.5628 -15.6977 -3.29 3.00 -1.63
F -23.9718 27.0076 -16.7187 3.19 -1.10 -1.69
F -24.9169 26.6145 -14.8678 0.53 -0.88 2.24
F -22.9642 28.8406 -14.3855 2.97 -0.64 1.10
F -24.9591 29.4183 -14.3333 -1.52 -0.35 0.68
O -24.8763 30.2077 -17.0876 0.21 -1.11 -0.46
C -24.5869 30.7739 -18.3358 1.20 -0.01 2.72
C -23.6680 29.9029 -19.3175 2.95 2.09 2.82
F -24.0374 28.6758 -19.5412 -1.95 -1.47 -0.58
F -23.4248 30.5845 -20.4201 -1.03 0.80 -1.99
F -25.7389 31.0050 -18.8783 -1.28 0.34 -1.06
F -24.0155 32.0004 -17.9580 0.07 -1.13 -1.77
H -22.8667 29.8183 -16.6581 0.17 0.36 -0.31
H -23.6340 31.0324 -15.6222 -0.11 -0.23 0.20
H -25.4753 27.8691 -16.2033 -0.65 0.77 0.66
H -22.6536 29.8091 -18.9297 -0.05 0.17 1.09
C -24.8317 37.9673 -12.4610 -0.06 -0.77 -0.07
S -24.6578 39.1859 -13.7583 1.57 0.95 1.08
O -23.7415 40.2284 -13.1032 -1.03 -1.14 -1.22
C -23.6426 38.1371 -14.8761 0.00 -0.19 0.29
H -25.5935 37.2508 -12.7680 0.01 -0.13 0.03
H -25.1107 38.3987 -11.4996 -0.01 0.35 -0.32
H -23.8679 37.4671 -12.3657 -0.05 -0.03 0.13
H -23.6172 38.6457 -15.8398 0.27 -0.13 0.13
H -23.9893 37.1100 -14.9902 -0.89 0.19 -0.13
H -22.6620 37.9220 -14.4515 0.24 0.86 0.07
C -18.2680 39.4385 -11.4991 -1.22 0.93 0.50
S -17.3435 40.0618 -10.0664 0.93 0.03 0.02
O -16.1819 40.8561 -10.6167 -0.97 -0.31 0.46
C -18.5161 41.3314 -9.3364 1.04 -0.74 -0.68
H -19.1784 38.9887 -11.1029 0.11 -0.48 0.12
H -17.7191 38.7370 -12.1273 0.22 0.20 0.37
H -18.6636 40.2838 -12.0621 0.45 0.12 -0.31
H -18.3047 42.1575 -10.0153 -0.77 0.20 0.03
H -18.1321 41.5900 -8.3496 0.20 -0.19 -0.09
H -19.5311 40.9517 -9.2188 0.00 0.23 -0.45
```
Forces are in eV/Å.

Summary:
**HOMO energy**: -0.13919 Ha
**Charge**: -1
**HOMO-LUMO gap**: 6.01 eV
**LUMO**: 2.224 eV

***

Entry 4:
Entry from the Open Molecules 2025 dataset: a 2-piece molecular cluster, C9H16ClO6S2 overall at a distorted geometry (wB97M-V/def2-TZVPD).

XYZ file:
```
34
Properties=species:S:1:pos:R:3:forces:R:3
O -1.8787 -7.0813 -2.2236 -1.80 5.69 -1.32
S -2.4841 -5.6306 -2.3632 -0.58 -5.88 5.91
O -3.3325 -5.2549 -1.1000 3.11 -0.11 -5.09
C -0.9977 -4.4801 -2.5905 0.18 -1.28 0.23
S -1.4183 -2.6548 -2.4520 -0.39 -3.25 -1.06
Cl -3.4621 -2.3887 -2.8109 1.51 -0.55 0.57
H -3.3249 -5.6943 -3.5040 1.04 0.75 0.76
H -0.2640 -4.7413 -1.6862 -1.84 0.43 -1.80
H -0.4431 -4.7817 -3.5846 -1.32 0.95 1.78
H -1.2100 -2.3365 -1.0782 -1.13 -2.02 -1.17
O -0.9251 -0.8823 -1.7250 0.36 4.84 1.53
C -0.0442 -0.0426 -1.6399 0.71 2.57 0.24
O -0.2199 1.2073 -1.1193 -0.86 -2.77 -0.70
C 0.9854 1.9542 -1.2778 0.94 1.17 0.08
C 2.0744 0.9246 -1.4294 0.87 0.08 0.29
C 1.3636 -0.2077 -2.1267 0.21 -0.22 0.24
H 0.8883 2.5902 -2.1640 -0.13 -0.11 0.10
H 1.1436 2.5893 -0.4013 -0.25 -0.18 -0.13
H 2.9455 1.2965 -1.9752 -0.20 -0.01 0.12
H 2.4114 0.5926 -0.4399 -0.02 0.16 -0.15
H 1.3818 -0.0914 -3.2139 -0.12 -0.17 -0.02
H 1.7709 -1.1780 -1.8337 -0.19 -0.03 -0.32
O 2.4833 2.5759 1.9965 -1.23 0.87 0.76
C 1.5761 2.8981 2.7457 1.55 -0.21 -0.76
O 1.3935 4.1594 3.2357 0.51 -0.80 -0.75
C 0.3077 4.1496 4.1612 -0.41 0.52 0.59
C -0.5093 2.9358 3.8031 -0.90 -0.25 0.18
C 0.5346 1.9724 3.2977 -0.49 -0.12 -0.04
H 0.7145 4.0922 5.1763 -0.01 0.02 -0.11
H -0.2694 5.0736 4.0624 0.33 -0.07 -0.03
H -1.0937 2.5476 4.6415 0.08 0.14 -0.10
H -1.2046 3.1829 2.9916 0.07 -0.01 0.16
H 0.9727 1.3846 4.1090 0.05 -0.05 -0.17
H 0.1344 1.3197 2.5184 0.36 -0.10 0.15
```
Forces are in eV/Å.

Summary:
**HOMO energy**: -0.46317 Ha
**Charge**: +1
**HOMO-LUMO gap**: 6.80 eV
**LUMO**: -5.799 eV

***

Entry 5:
Entry from the Open Molecules 2025 dataset: one molecule with the formula C9H16FNO at a distorted geometry (wB97M-V/def2-TZVPD).

XYZ file:
```
28
Properties=species:S:1:pos:R:3:forces:R:3
C 1.6643 -0.5048 1.1554 -0.07 -0.43 -1.24
C 2.0503 0.4117 0.0167 1.02 0.97 -1.49
C -0.0268 -0.7217 -0.4651 -0.66 -1.09 -0.09
C 3.2708 -0.1570 -0.7855 0.83 0.14 1.69
C 0.3763 -1.5236 -1.6151 0.92 0.15 -0.67
C -2.2199 -0.2806 1.5700 -1.39 -4.30 -2.53
C -2.8375 1.5520 0.0372 -0.96 1.71 -1.12
C -0.9257 0.2197 -0.4989 -1.42 -0.18 -0.09
C -1.7464 0.7270 0.6216 0.36 2.50 0.50
N 1.5290 1.4680 -0.5319 3.39 -1.43 -0.32
O 0.5179 -1.2637 0.6944 0.15 1.01 0.66
F 0.7103 2.2319 0.2145 -1.12 0.00 1.20
H 1.5490 -0.1128 2.1345 -0.63 0.77 0.75
H 2.4583 -1.2321 1.2005 0.41 -0.20 0.30
H 3.2466 -1.2424 -1.0289 -0.18 0.51 0.98
H 4.2080 0.0960 -0.0946 -1.82 -0.72 -1.58
H 3.4208 0.2546 -1.7624 -0.04 1.00 -0.30
H 0.5182 -2.4558 -1.1516 0.14 -1.74 0.16
H -0.3472 -1.6280 -2.3899 -0.55 0.21 -0.56
H 1.3468 -1.2828 -2.0333 0.12 0.32 -0.25
H -3.2424 -0.7690 1.4214 0.90 1.19 -0.23
H -1.5750 -1.1350 1.3625 -0.05 -0.25 0.77
H -2.1489 -0.0659 2.5507 0.27 1.08 3.33
H -3.4809 2.1521 0.6805 0.03 -0.60 0.89
H -3.5041 0.8384 -0.4816 0.18 0.82 -0.52
H -2.4048 2.4239 -0.5476 -0.47 -1.47 -0.28
H -1.2419 0.5671 -1.4709 0.08 -0.13 -0.29
H -1.1650 1.4325 1.1976 0.53 0.19 0.31
```
Forces are in eV/Å.

Summary:
**HOMO energy**: -0.31995 Ha
**HOMO-LUMO gap**: 9.48 eV
**SMILES**: C/C(=C/C(C)C)OC/C(C)=N\F
**LUMO**: 0.773 eV

***

Entry 6:
Entry from the Open Molecules 2025 dataset: an isolated ion of composition C9H16N and charge +1 at a distorted geometry (wB97M-V/def2-TZVPD).

XYZ file:
```
26
Properties=species:S:1:pos:R:3:forces:R:3
C -1.2199 0.6578 0.5943 -0.91 0.95 2.04
C -0.7867 0.7100 -0.6141 4.07 -1.67 -2.19
C -0.6923 -0.1786 1.7329 3.36 0.67 0.83
C -0.0825 -1.5474 1.2434 -1.38 0.38 1.38
C 1.3377 -1.9402 -0.8635 -0.14 -0.91 -1.79
C 1.3493 -0.4902 -0.6331 -4.17 -0.51 -0.13
C -2.4732 1.4463 0.9461 -2.18 -1.03 -0.09
C -0.8450 1.2082 -2.0016 0.63 0.62 -2.28
C 2.5030 0.3575 -0.7486 -0.08 3.38 -1.16
N 1.2196 -1.4720 0.5055 -0.44 1.08 3.40
H 0.0869 0.5124 2.3998 -1.56 -1.82 -1.82
H -1.4178 -0.4337 2.5097 -0.36 0.11 -0.58
H 0.0080 -2.1850 2.1740 0.45 0.50 -1.22
H -0.8631 -2.0204 0.6381 0.43 0.06 -0.20
H 0.4577 -2.4791 -1.3009 0.70 0.62 0.81
H 2.2702 -2.4134 -1.1723 0.01 0.04 0.45
H -2.5403 2.4844 1.3446 0.98 -0.60 -0.72
H -2.9851 0.8498 1.7385 0.23 0.38 -0.54
H -3.1267 1.3069 0.0512 0.14 0.75 0.76
H -1.6507 1.9562 -2.0720 0.00 -0.16 0.13
H -1.0966 0.4245 -2.8555 0.63 1.28 2.14
H 0.1041 1.8334 -2.3923 -1.87 -1.64 1.28
H 2.3548 1.1347 -1.6692 0.00 -1.46 2.46
H 3.4473 -0.0517 -1.0277 0.73 -0.96 0.16
H 2.5539 0.8580 0.2395 0.47 0.45 -0.86
H 1.8802 -1.4602 1.3376 0.27 -0.49 -2.28
```
Forces are in eV/Å.

Summary:
**HOMO energy (spin up / spin down)**: -0.45612 / -0.45613 Ha
**Charge**: +1
**HOMO-LUMO gap (spin up / spin down)**: 8.86 / 8.86 eV
**LUMO (spin up / spin down)**: -3.550 / -3.550 eV

***

Energy relative to the best compared isomer or geometry (same formula, charge and spin) for every record listed, in sequence, given in kcal/mol: 0.0; 33.0; 3.5; 37.5; 21.8; 141.0.